Entry from OMol25: a 3-piece molecular cluster, C17H31FO7S2 overall at a distorted geometry (the ωB97M-V functional and the def2-TZVPD basis).

Values from the calculation:
**SMILES**: C=CC[C@@H](CCOCC)OC(=O)F.O=S1(=O)CCCC1.O=S1(=O)CCCC1
**Total charge**: 0
**HOMO level**: -7.90 eV
**DFT total energy**: -56845.10653 eV
**Multiplicity**: 1
**LUMO energy**: 0.025 eV

Each line ends with the natural charge from an NBO analysis.
Geometry (Å):
C (-0.66649, -1.99869, 2.40596)  -0.500
C (-0.54022, -3.39705, 2.09164)  -0.152
C (-0.29438, -4.02584, 0.64038)  -0.476
C (-0.68430, -3.06161, -0.58315)  0.093
C (0.52885, -2.16545, -1.14409)  -0.458
C (0.06028, -0.61826, -0.97814)  -0.071
O (0.94537, 0.30606, -1.66575)  -0.557
C (0.92977, 1.52102, -0.85836)  -0.081
C (1.14270, 2.86455, -1.76499)  -0.630
O (-1.28539, -3.92277, -1.62934)  -0.514
C (-2.51176, -3.36941, -2.06193)  1.041
O (-2.57912, -2.97735, -3.25541)  -0.543
F (-3.66369, -3.19959, -1.24965)  -0.331
H (-1.56472, -1.35925, 2.06156)  0.215
H (0.15649, -1.53353, 3.08773)  0.256
H (-0.66467, -4.15700, 2.95631)  0.209
H (-1.00313, -4.94355, 0.56389)  0.226
H (0.76798, -4.47473, 0.52755)  0.238
H (-1.54102, -2.38099, -0.21072)  0.197
H (0.83215, -2.41840, -2.22155)  0.243
H (1.47891, -2.32209, -0.50569)  0.221
H (-0.99479, -0.45454, -1.41245)  0.173
H (0.01528, -0.44443, 0.16782)  0.194
H (1.79893, 1.54545, -0.09073)  0.174
H (-0.08224, 1.66977, -0.32060)  0.173
H (1.73646, 2.62314, -2.70673)  0.229
H (0.10581, 3.31596, -1.97289)  0.214
H (1.71420, 3.64177, -1.12638)  0.211
C (-0.58771, 2.65741, -7.42682)  -0.406
C (0.12883, 1.55002, -6.65142)  -0.402
C (1.39740, 2.15790, -6.05023)  -0.684
S (1.05320, 3.89746, -5.80951)  2.172
O (1.91122, 4.66208, -6.68511)  -0.941
O (0.95464, 4.17199, -4.39352)  -0.942
C (-0.58861, 3.87151, -6.50743)  -0.677
H (-1.60214, 2.36541, -7.70644)  0.226
H (-0.03493, 2.88274, -8.34478)  0.214
H (-0.52198, 1.18749, -5.84899)  0.214
H (0.36579, 0.69697, -7.29126)  0.226
H (1.64642, 1.70233, -5.09081)  0.257
H (2.24442, 2.07278, -6.73332)  0.248
H (-0.78517, 4.80696, -7.03083)  0.255
H (-1.29802, 3.74302, -5.68673)  0.240
C (0.21060, 0.21072, 8.34715)  -0.407
C (-0.40338, -1.18039, 8.17693)  -0.401
C (-0.79391, -1.33273, 6.70550)  -0.682
S (0.32308, -0.28457, 5.78096)  2.172
O (-0.44101, 0.78152, 5.17570)  -0.937
O (1.23215, -1.11201, 5.01862)  -0.946
C (1.19145, 0.37351, 7.19343)  -0.676
H (0.70694, 0.31938, 9.31372)  0.227
H (-0.57430, 0.97133, 8.28209)  0.217
H (0.33861, -1.94079, 8.44188)  0.210
H (-1.26683, -1.32382, 8.83051)  0.227
H (-0.68742, -2.36348, 6.36541)  0.255
H (-1.81215, -0.98439, 6.52365)  0.251
H (1.46978, 1.41086, 7.00897)  0.258
H (2.08572, -0.23443, 7.34839)  0.241